(1)
The following is a DFT calculation (ωB97M-V/def2-TZVPD) of the molecule C4H6N2S2 at a distorted geometry.

CARTESIAN COORDINATES (ANGSTROEM)
C1 1.126 -0.384 1.603
H1 1.922 -0.947 2.091
C2 0.838 -0.386 0.283
H2 0.424 1.067 3.041
H3 1.350 -0.931 -0.505
C3 0.052 0.250 2.394
N1 -0.336 0.263 -0.042
C4 -0.853 0.376 -1.301
H4 -0.340 -0.440 3.144
N2 -0.135 0.049 -2.313
H5 -1.908 0.707 -1.297
H6 0.016 -0.590 -4.536
S1 -1.225 0.805 1.291
S2 -0.930 0.160 -3.853

## Properties
Energy relative to the best compared isomer or geometry (same formula, charge and spin), kcal per mole: 54.1
Lowest unoccupied orbital energy, eV: 0.7
SMILES string: S/N=C/N1C=CCS1
Gap between HOMO and LUMO, eV: 8.01
Spin multiplicity: 1
HOMO energy, eV: -7.296
Maximum force, eV/A: 2.7
Charge: 0

Per-atom Mulliken charges, elementary charge units:
1 C -0.41
2 H 0.34
3 C -0.31
4 H 0.29
5 H 0.38
6 C -0.47
7 N 0.01
8 C 0.19
9 H 0.29
10 N -0.43
11 H 0.28
12 H 0.15
13 S -0.13
14 S -0.19

(2)
The following is a DFT calculation (ωB97M-V/def2-TZVPD) of an isolated ion of composition C4H6N3 and charge +1 at a distorted geometry.

CARTESIAN COORDINATES (ANGSTROEM)
H1 0.355 -1.394 -1.289
H2 -1.407 -1.323 -0.928
C1 -0.229 2.969 -1.133
N1 -0.611 0.458 -1.185
H3 1.728 -1.790 1.172
H4 -0.840 0.035 1.252
H5 -0.717 -1.820 1.252
N2 -0.291 4.091 -1.165
N3 1.156 -0.933 1.290
C2 -0.332 1.585 -1.069
C3 -0.212 -0.874 0.901
H6 1.813 -0.154 1.646
C4 -0.411 -0.851 -0.744

## Properties
Energy relative to the best compared isomer or geometry (same formula, charge and spin), kcal per mole: 87.4
Lowest unoccupied orbital energy (spin up / spin down), eV: -6.5 / -6.5
SMILES string: N#CC#[N+]CCN
Gap between HOMO and LUMO (spin up / spin down), eV: 7.12 / 7.12
Spin multiplicity: 1
HOMO energy (spin up / spin down), eV: -13.576 / -13.575
Maximum force, eV/A: 4.0
Charge: +1

Per-atom Mulliken charges, elementary charge units:
1 H 0.34
2 H 0.30
3 C -0.16
4 N 0.07
5 H 0.22
6 H 0.38
7 H 0.29
8 N -0.10
9 N -0.45
10 C 0.68
11 C -0.45
12 H 0.22
13 C -0.34

(3)
The following is a DFT calculation (ωB97M-V/def2-TZVPD) of an isolated ion of composition C4H6N3 and charge +1 at a distorted geometry.

CARTESIAN COORDINATES (ANGSTROEM)
H1 -1.838 -0.125 -0.025
H2 -0.329 -2.147 0.181
N1 2.247 -0.679 -1.097
N2 0.683 -1.904 -0.118
H3 0.274 1.327 -0.970
N3 0.195 0.460 -0.406
H4 -0.481 -0.289 1.420
C1 1.750 -2.681 -0.631
C2 -0.885 0.370 0.551
C3 2.773 -1.902 -0.925
H5 2.734 0.123 -1.578
H6 -1.093 1.433 0.951
C4 0.987 -0.592 -0.526

## Properties
Energy relative to the best compared isomer or geometry (same formula, charge and spin), kcal per mole: 132.8
Lowest unoccupied orbital energy (spin up / spin down), eV: -6.8 / -6.5
SMILES string: C[NH+]=c1[nH]c#c[nH]1
Gap between HOMO and LUMO (spin up / spin down), eV: 7.14 / 7.30
Spin multiplicity: 1
HOMO energy (spin up / spin down), eV: -13.980 / -13.795
Maximum force, eV/A: 3.1
Charge: +1

Per-atom Mulliken charges, elementary charge units:
1 H 0.31
2 H 0.32
3 N -0.08
4 N -0.13
5 H 0.29
6 N -0.10
7 H 0.35
8 C 0.04
9 C -0.88
10 C -0.06
11 H 0.25
12 H 0.32
13 C 0.36

(4)
The following is a DFT calculation (ωB97M-V/def2-TZVPD) of an isolated ion of composition C4H6N3 and charge +1 at a distorted geometry.

CARTESIAN COORDINATES (ANGSTROEM)
N1 -1.788 -1.122 -0.065
H1 1.966 -1.117 -0.080
H2 -0.047 -2.140 -0.169
H3 1.898 0.416 1.134
C1 -0.521 -1.144 -0.139
C2 1.642 -0.097 0.180
H4 2.218 0.506 -0.594
N2 -0.393 1.165 -0.004
H5 -3.565 0.009 0.282
H6 -2.136 2.143 0.015
C3 -2.463 -0.025 0.155
N3 0.278 -0.014 -0.012
C4 -1.731 1.139 0.106

## Properties
Energy relative to the best compared isomer or geometry (same formula, charge and spin), kcal per mole: 46.2
Lowest unoccupied orbital energy, eV: -6.2
SMILES string: C[n+]1cnccn1
Gap between HOMO and LUMO, eV: 9.41
Spin multiplicity: 1
HOMO energy, eV: -15.617
Maximum force, eV/A: 6.4
Charge: +1

Per-atom Mulliken charges, elementary charge units:
1 N -0.32
2 H 0.27
3 H 0.32
4 H 0.32
5 C 0.14
6 C -0.69
7 H 0.33
8 N -0.61
9 H 0.36
10 H 0.44
11 C -0.10
12 N 0.57
13 C -0.03

(5)
The following is a DFT calculation (ωB97M-V/def2-TZVPD) of an isolated ion of composition C4H6N3O and charge +1 at a distorted geometry.

CARTESIAN COORDINATES (ANGSTROEM)
H1 -1.068 -0.881 1.738
H2 0.636 -0.087 -3.253
N1 1.680 -0.739 2.320
C1 -0.330 -0.555 0.991
C2 0.277 -0.111 -1.319
H3 2.578 -0.573 2.410
N2 -0.040 -0.145 -2.571
H4 -0.921 -0.266 -2.956
H5 1.378 0.442 0.376
N3 1.592 -0.039 -1.022
H6 -1.630 -0.627 -0.839
C3 1.044 -0.277 1.419
C4 -0.684 -0.437 -0.311
O1 2.484 -0.884 -1.060

## Properties
Energy relative to the best compared isomer or geometry (same formula, charge and spin), kcal per mole: 126.7
Lowest unoccupied orbital energy (spin up / spin down), eV: -6.1 / -6.1
SMILES string: [H]/N=C/C=C\C(=[NH2+])N=O
Gap between HOMO and LUMO (spin up / spin down), eV: 7.63 / 7.62
Spin multiplicity: 1
HOMO energy (spin up / spin down), eV: -13.721 / -13.744
Maximum force, eV/A: 5.9
Charge: +1

Per-atom Mulliken charges, elementary charge units:
1 H 0.42
2 H 0.23
3 N -0.43
4 C -0.23
5 C 0.89
6 H 0.26
7 N -0.25
8 H 0.20
9 H 0.45
10 N -0.04
11 H 0.35
12 C -0.07
13 C -0.49
14 O -0.30

(6)
The following is a DFT calculation (ωB97M-V/def2-TZVPD) of a 2-piece molecular cluster, C4H6N3O3 overall at a distorted geometry.

CARTESIAN COORDINATES (ANGSTROEM)
N1 -3.756 0.269 -0.741
O1 3.025 -1.568 -0.783
H1 0.746 0.371 1.420
H2 0.757 -0.046 -1.482
O2 1.425 -1.627 0.861
H3 -1.210 1.718 -0.181
N2 -1.555 -0.139 0.226
H4 0.792 1.851 0.789
C1 2.056 -1.124 -0.139
O3 -1.053 -1.319 0.637
C2 0.595 0.868 0.457
N3 -4.626 -0.100 -0.158
C3 -0.806 0.844 0.096
C4 1.496 0.253 -0.587
H5 0.026 -1.331 0.688
H6 2.089 1.079 -1.104

## Properties
Energy relative to the best compared isomer or geometry (same formula, charge and spin), kcal per mole: 0.0
Lowest unoccupied orbital energy, eV: 4.0
Gap between HOMO and LUMO, eV: 8.84
Spin multiplicity: 1
HOMO energy, eV: -4.881
Maximum force, eV/A: 3.8
Charge: -1

Per-atom Mulliken charges, elementary charge units:
1 N 0.13
2 O -0.72
3 H 0.47
4 H 0.18
5 O -0.72
6 H 0.48
7 N -0.21
8 H 0.41
9 C 0.52
10 O -0.50
11 C -1.15
12 N -0.17
13 C -0.12
14 C -0.35
15 H 0.45
16 H 0.31